Record 1
{"formula": "C40H37BrN3O5PV", "method": "ωB97M-V/def2-TZVPD", "total_charge": 2, "e_lumo_ev": [-8.52, -8.90], "homo_lumo_gap_ev": [4.76, 4.38], "s_squared": 1.01, "homo_energy_ev": [-13.278, -13.279], "multiplicity": 2, "elements": ["V", "C", "C", "C", "C", "N", "C", "C", "C", "C", "C", "C", "C", "H", "H", "H", "H", "H", "H", "H", "H", "O", "N", "C", "C", "C", "C", "C", "C", "C", "P", "C", "C", "C", "C", "C", "C", "C", "C", "C", "C", "C", "C", "H", "H", "H", "H", "H", "H", "H", "H", "H", "H", "H", "H", "H", "H", "H", "H", "Br", "C", "C", "C", "C", "C", "N", "C", "O", "O", "H", "H", "H", "C", "O", "C", "C", "O", "C", "H", "H", "H", "H", "H", "H", "H", "H", "H", "H"], "xyz": [[-0.32132, -0.93062, 1.15035], [2.53093, -1.90755, 4.22345], [1.69892, -2.76356, 4.97426], [0.57477, -3.33448, 4.35828], [0.17460, -2.89564, 3.09591], [0.93000, -1.93883, 2.38003], [2.07431, -1.47355, 2.98454], [-1.01261, -3.39047, 2.36274], [-1.57374, -4.71721, 2.52418], [-2.72381, -5.05611, 1.80988], [-3.33335, -4.05123, 1.03172], [-2.82852, -2.76501, 0.90886], [-1.58785, -2.41822, 1.49270], [3.49804, -1.49647, 4.54289], [2.01544, -2.99270, 6.00049], [-0.05089, -4.14713, 4.76941], [2.72145, -0.80737, 2.36674], [-1.06335, -5.36841, 3.18479], [-3.21147, -6.04176, 1.91802], [-4.27653, -4.29673, 0.49926], [-3.43880, -2.08666, 0.33156], [0.02276, 1.87387, 2.40998], [-0.48170, 1.01093, 1.45989], [-1.72851, 0.62791, 1.82352], [-2.77537, 0.72077, 0.87296], [-4.04461, 0.89683, 1.40638], [-5.10379, 1.36269, 0.53868], [-4.86015, 1.47900, -0.81789], [-3.63989, 1.07015, -1.33838], [-2.65133, 0.53255, -0.53703], [-1.18793, -0.43990, -1.14859], [-2.12990, -1.69030, -2.22048], [-3.43255, -1.58304, -2.81443], [-3.88184, -2.56706, -3.70470], [-3.09571, -3.68731, -4.06078], [-1.91003, -3.84664, -3.31810], [-1.38413, -2.76922, -2.55931], [-0.50909, 0.53959, -2.48212], [0.49042, 1.42837, -2.13518], [1.26275, 2.11533, -3.04244], [1.04782, 1.87256, -4.42707], [0.11179, 0.91717, -4.78211], [-0.80574, 0.37477, -3.85361], [0.53636, 2.47253, 1.88078], [-2.00181, 0.48590, 2.83746], [-4.33315, 0.79596, 2.41488], [-6.11580, 1.61272, 0.84502], [-5.62852, 1.87493, -1.45972], [-3.32483, 1.39627, -2.39472], [-4.15258, -0.84018, -2.42470], [-4.90753, -2.43448, -4.05490], [-3.39488, -4.46302, -4.75864], [-1.29314, -4.74521, -3.35166], [-0.31176, -2.78332, -2.28323], [0.61830, 1.56371, -1.04640], [2.04257, 2.80888, -2.72504], [1.67493, 2.43702, -5.13523], [0.03200, 0.52548, -5.81333], [-1.63534, -0.18086, -4.21628], [5.74339, 1.28556, 1.38118], [5.05402, 0.40326, -0.14071], [5.74792, 0.61818, -1.36943], [5.28583, 0.02839, -2.52087], [4.05828, -0.64723, -2.37241], [3.49375, -0.88056, -1.10948], [4.03941, -0.37967, 0.02358], [2.06440, -1.43251, -1.11869], [1.71954, -2.01440, -2.17564], [1.46549, -1.32928, -0.00761], [6.70369, 1.10743, -1.38912], [5.76976, 0.14654, -3.51076], [3.50775, -0.98435, -3.28837], [2.16747, 3.44188, 4.38023], [1.65847, 3.61424, 3.08215], [2.38248, 4.44249, 2.28456], [2.02869, 4.17326, 0.78712], [0.62355, 4.37490, 0.57138], [0.35997, 4.97258, -0.70991], [2.97382, 4.10767, 4.65028], [2.55660, 2.40034, 4.46275], [1.31428, 3.44963, 5.08542], [3.47192, 4.19111, 2.35821], [2.25019, 5.54100, 2.55162], [2.34070, 3.11607, 0.48967], [2.63060, 4.89592, 0.18271], [0.77422, 4.44200, -1.53753], [0.65528, 6.01835, -0.67556], [-0.75575, 5.01157, -0.85835]], "forces_ev_per_angstrom": [[4.10, -2.25, -3.78], [-0.88, 0.19, -0.19], [0.86, 0.03, -0.29], [-0.46, -0.07, -0.47], [1.60, 0.31, -0.58], [-0.54, -0.47, 3.30], [0.16, -0.16, -1.43], [-0.58, -0.57, -0.06], [0.21, 2.54, -0.96], [0.09, 0.53, 0.31], [-0.71, -0.57, -0.24], [0.30, -0.33, -0.06], [-0.85, -0.75, 0.60], [-0.64, -0.38, 0.22], [-0.38, -0.22, -0.51], [0.61, 0.77, 0.29], [-0.77, -0.42, 0.34], [0.22, -0.77, 0.44], [0.51, 0.65, -0.14], [0.75, 0.24, 0.47], [0.22, 0.32, -0.12], [-0.66, -2.04, -0.05], [-1.25, 0.14, 1.87], [0.22, 0.96, -1.03], [-1.10, -2.56, -1.01], [-2.93, 1.56, -1.97], [1.12, -0.97, 0.48], [0.11, 0.22, 0.52], [1.65, 1.14, -1.93], [0.75, 0.93, 0.49], [-3.23, 0.30, -1.81], [-0.97, 0.82, 0.11], [0.15, -0.33, 1.38], [0.03, 0.51, 0.03], [0.75, 0.25, 1.85], [0.19, 0.81, -0.73], [1.22, -1.80, -0.18], [0.18, 0.31, -1.05], [0.56, 0.30, 1.65], [-0.26, 0.18, -1.27], [0.92, 0.22, 1.32], [-1.21, -0.33, -0.66], [1.95, 0.32, 0.51], [1.28, 1.21, -0.23], [-0.14, 0.78, 1.20], [0.37, 0.02, 1.27], [0.36, -0.16, 0.63], [-0.06, 0.11, -0.19], [-0.88, -1.23, 1.36], [0.51, -0.52, -0.67], [0.39, -0.20, -0.24], [-0.27, 0.23, 0.17], [-0.21, 0.22, -0.46], [-0.71, -0.40, 0.13], [0.44, 0.11, -0.58], [-0.30, -0.17, -0.04], [-0.41, -0.70, 0.15], [-0.10, 0.79, 0.52], [-0.30, -0.72, -0.11], [0.02, 0.06, 0.29], [1.49, 0.09, -1.00], [0.28, -0.51, 0.48], [-1.03, -0.06, 0.28], [-0.58, -0.64, -0.99], [0.07, 1.17, -1.25], [-1.26, -0.07, -0.36], [1.88, -1.95, -3.26], [-0.47, 1.41, 2.55], [-3.05, 0.92, 2.39], [0.05, 0.50, 0.27], [-0.31, -0.10, 0.89], [0.59, 0.13, 1.19], [-0.65, -1.98, 0.85], [-0.88, -0.42, 0.50], [1.59, 1.32, -1.98], [0.41, 0.35, 0.47], [0.59, -0.40, -0.53], [-2.01, 0.61, 1.09], [-0.06, 0.49, 0.01], [0.08, 0.55, -0.10], [0.55, 0.52, -0.20], [-0.52, 0.36, 0.00], [0.03, -1.16, -0.38], [-0.35, 1.07, 0.34], [-0.41, -0.56, 0.32], [0.58, -0.41, -0.48], [0.42, 0.06, -0.22], [1.02, -0.30, 0.30]], "mulliken_spin": [1.159, 0.002, 0.001, 0.000, 0.018, 0.017, 0.021, -0.009, -0.016, 0.018, -0.009, 0.018, -0.057, 0.000, 0.000, 0.000, -0.002, -0.001, 0.000, 0.000, 0.009, -0.054, -0.248, 0.105, -0.023, 0.120, -0.038, 0.094, -0.018, 0.046, -0.069, -0.018, -0.010, 0.000, -0.001, 0.001, -0.002, -0.004, -0.006, 0.001, -0.002, 0.001, -0.002, 0.000, -0.040, -0.001, 0.002, -0.001, 0.002, 0.003, 0.000, 0.000, 0.000, 0.002, 0.016, 0.000, 0.000, 0.000, 0.000, 0.000, 0.000, 0.000, 0.000, 0.000, -0.002, 0.000, 0.009, -0.003, -0.026, 0.000, 0.000, 0.000, 0.001, 0.000, 0.000, 0.000, 0.000, 0.000, 0.000, 0.000, 0.000, 0.000, 0.000, 0.000, 0.000, 0.000, 0.000, 0.000]}

Record 2
{"formula": "C30H34N4OPdS2Si", "method": "ωB97M-V/def2-TZVPD", "e_lumo_ev": [-0.01, -0.95], "homo_lumo_gap_ev": [5.28, 6.84], "s_squared": 2.03, "homo_energy_ev": [-5.295, -7.795], "multiplicity": 3, "relative_energy_kcal_mol": 71.3, "elements": ["Pd", "C", "C", "N", "C", "C", "C", "S", "N", "C", "O", "C", "C", "C", "C", "C", "C", "H", "H", "H", "H", "H", "H", "H", "H", "H", "H", "H", "H", "H", "H", "H", "C", "C", "C", "C", "C", "C", "Si", "C", "C", "C", "C", "C", "C", "H", "H", "H", "H", "H", "H", "H", "H", "H", "H", "H", "C", "C", "C", "C", "N", "C", "S", "N", "C", "H", "H", "H", "H", "H", "H", "H", "H"], "xyz": [[1.49974, -0.81139, -1.04978], [6.07562, -1.58797, 1.84422], [5.11268, -0.73685, 2.65666], [4.67172, 0.44950, 1.92704], [5.48914, 1.65165, 2.10759], [4.98793, 2.51256, 3.25653], [3.57640, 0.47996, 1.15260], [2.66663, -0.99442, 1.00779], [3.25971, 1.67655, 0.66102], [2.57363, 1.93016, -0.44004], [2.26367, 1.12934, -1.36310], [2.15969, 3.35587, -0.63262], [2.63908, 4.36620, 0.19656], [2.22484, 5.67488, 0.01007], [1.32494, 5.98071, -1.00312], [0.84152, 4.97540, -1.82828], [1.25900, 3.66575, -1.64740], [6.41751, -2.43990, 2.43288], [6.95154, -1.01113, 1.54281], [5.58198, -1.96285, 0.94829], [5.58858, -0.38244, 3.57316], [4.24220, -1.31712, 2.95408], [5.49714, 2.21392, 1.17778], [6.50861, 1.31083, 2.29728], [3.96795, 2.84100, 3.06090], [5.62277, 3.39130, 3.37773], [4.99721, 1.95762, 4.19623], [3.33702, 4.11182, 0.98229], [2.60382, 6.45804, 0.65395], [1.00080, 7.00357, -1.14777], [0.13390, 5.20897, -2.61351], [0.88461, 2.87221, -2.28020], [-2.22069, 2.92253, -3.12428], [-2.30019, 3.05224, -1.74614], [-1.82645, 2.03613, -0.92670], [-1.27686, 0.87657, -1.47497], [-1.19682, 0.76278, -2.86659], [-1.66683, 1.77714, -3.68550], [-0.66950, -0.46313, -0.33808], [-2.64743, -2.51049, -1.06470], [-3.70359, -1.52612, -1.63985], [-4.77634, -2.10882, -2.45298], [-4.96366, -3.43405, -2.53697], [-3.99308, -4.35831, -1.99755], [-2.87821, -3.92233, -1.39399], [-2.58752, 3.71553, -3.76393], [-2.72272, 3.94704, -1.30736], [-1.88629, 2.14946, 0.15010], [-0.76621, -0.12855, -3.30903], [-1.59950, 1.67775, -4.76132], [-0.58912, 0.00017, 1.05936], [-3.40422, -0.51695, -1.89521], [-5.41570, -1.42386, -2.99603], [-5.79526, -3.82674, -3.10896], [-4.12746, -5.41708, -2.17895], [-2.09585, -4.61854, -1.11680], [-1.62399, -4.37638, 2.62490], [-2.21574, -3.48263, 1.57231], [-3.59076, -3.28270, 1.55416], [-4.35527, -2.50214, 0.69255], [-3.59204, -1.79173, -0.22665], [-1.28913, -2.21271, -0.50106], [0.17562, -2.61765, -1.55785], [-1.21277, -2.96331, 0.75135], [-5.79996, -2.18845, 0.85282], [-2.39255, -4.74258, 3.30113], [-0.87654, -3.84203, 3.22038], [-1.12459, -5.24187, 2.17699], [-4.12809, -3.81555, 2.32895], [-0.28187, -3.27294, 0.97865], [-6.23939, -2.81274, 1.63001], [-6.35575, -2.34983, -0.07421], [-5.94929, -1.14089, 1.14034]], "forces_ev_per_angstrom": [[0.16, -0.02, 0.05], [0.01, -0.01, -0.01], [-0.03, 0.02, 0.01], [-0.01, 0.01, -0.02], [0.01, -0.02, -0.01], [0.00, 0.01, 0.01], [0.09, 0.00, 0.03], [-0.08, -0.02, -0.10], [0.00, 0.02, 0.01], [-0.08, -0.01, -0.02], [0.03, -0.03, 0.01], [0.01, -0.02, 0.00], [0.00, 0.01, 0.00], [0.00, -0.01, 0.00], [0.00, 0.00, 0.01], [0.00, -0.01, -0.01], [0.01, 0.02, 0.01], [0.00, 0.00, 0.00], [0.00, 0.01, 0.00], [0.00, 0.00, 0.00], [0.01, 0.00, -0.01], [0.00, 0.00, 0.00], [-0.02, 0.01, 0.00], [0.00, 0.00, 0.00], [0.00, 0.00, -0.01], [0.00, 0.00, 0.00], [0.00, 0.00, 0.00], [0.00, 0.00, 0.00], [0.00, 0.00, 0.00], [0.00, 0.00, 0.00], [0.00, 0.00, 0.00], [0.00, -0.01, -0.01], [-0.01, 0.00, 0.00], [0.00, -0.01, 0.01], [-0.01, -0.01, 0.01], [0.02, -0.01, -0.04], [0.00, 0.02, -0.01], [0.01, 0.01, 0.02], [-0.17, 0.04, 0.05], [-0.02, 0.01, -0.01], [0.00, 0.00, -0.01], [-0.01, -0.01, 0.00], [0.01, -0.01, 0.01], [-0.02, 0.02, 0.00], [0.02, -0.02, 0.00], [0.00, 0.00, 0.00], [0.00, 0.00, 0.00], [0.00, 0.00, 0.00], [0.00, -0.01, 0.00], [0.00, 0.00, 0.00], [0.02, 0.03, 0.00], [0.00, -0.01, 0.00], [0.00, 0.00, 0.00], [0.00, 0.00, 0.00], [0.00, 0.00, 0.00], [0.00, 0.00, 0.00], [0.00, -0.02, 0.02], [0.05, 0.02, -0.06], [-0.02, -0.03, 0.06], [0.00, 0.00, -0.05], [0.01, 0.05, 0.04], [0.00, -0.01, 0.01], [0.04, 0.01, -0.01], [-0.02, -0.02, 0.04], [-0.02, 0.00, 0.02], [0.00, 0.00, 0.00], [0.00, 0.01, -0.01], [0.00, 0.00, -0.01], [-0.01, 0.01, 0.00], [0.00, -0.01, -0.01], [0.00, 0.00, 0.00], [0.01, 0.00, -0.01], [0.00, 0.00, 0.00]], "mulliken_spin": [0.601, -0.002, 0.015, 0.006, -0.001, 0.000, -0.022, 0.273, 0.013, 0.003, 0.044, 0.012, 0.000, 0.000, 0.000, 0.000, -0.002, 0.000, 0.000, 0.002, 0.001, -0.007, 0.000, 0.000, 0.000, 0.000, 0.000, 0.000, 0.000, 0.000, 0.000, 0.004, 0.003, 0.001, 0.001, -0.040, -0.002, 0.005, 0.004, -0.010, 0.002, 0.014, 0.019, 0.023, 0.038, 0.000, 0.000, 0.001, 0.000, 0.000, 0.001, -0.022, 0.002, 0.000, -0.006, 0.006, -0.010, 0.387, -0.104, 0.482, 0.055, -0.037, 0.100, 0.123, -0.025, 0.002, 0.016, 0.018, -0.009, -0.024, 0.004, 0.012, 0.031]}

- Among the records above, which one has the lowest multiplicity?
  C40H37BrN3O5PV